[1]
DFT (ωB97M-V with the def2-TZVPD basis set) results for a molecular structure, C14H15BrMoN5O2S2.

Its maximum force is 0.37 eV/A. The value obtained for the LUMO energy (spin up / spin down) is -4.74 / -4.66 eV. As for the frontier orbital gap (spin up / spin down): 6.82 / 7.40 eV. The net charge is +1. The value obtained for the total energy is -4405.13142 hartree. As for the energy above the lowest of the compared OMol25 structures with the same formula, charge and spin: 0.0 kcal per mole. As for the multiplicity: 3. As for the molecular weight: 525.285 Da.

CARTESIAN COORDINATES (ANGSTROEM)
Mo  0.21  -0.41  0.88
N  2.42  -0.30  0.22
C  3.30  0.74  0.85
C  3.19  0.68  2.38
C  1.71  0.63  2.60
O  1.00  1.62  2.41
O  1.16  -0.55  2.65
H  2.81  -1.22  0.40
H  2.45  -0.18  -0.79
H  2.95  1.71  0.51
H  4.33  0.61  0.53
H  3.64  1.57  2.81
H  3.66  -0.21  2.79
N  -0.22  1.03  -0.38
C  -0.30  2.16  -0.76
N  -0.49  3.33  -1.11
C  0.44  4.07  -1.72
N  1.21  4.76  -2.23
Br  -0.83  -6.49  -1.61
C  -0.52  -4.74  -0.99
C  -0.83  -3.66  -1.81
C  -0.62  -2.37  -1.36
C  -0.08  -2.15  -0.09
C  0.24  -3.25  0.72
C  0.01  -4.54  0.28
H  -1.25  -3.83  -2.79
H  -0.88  -1.53  -1.99
H  0.65  -3.12  1.72
H  0.24  -5.39  0.91
S  -2.07  -0.74  1.70
C  -2.54  0.56  2.70
N  -1.81  1.58  3.07
C  -2.43  2.59  3.92
C  -3.87  2.13  4.24
S  -4.15  0.59  3.30
H  -0.81  1.62  2.86
H  -2.43  3.55  3.40
H  -1.84  2.70  4.83
H  -4.60  2.86  3.92
H  -4.01  1.92  5.29

[2]
DFT (ωB97M-V with the def2-TZVPD basis set) results for C14H15Cl2NO2 in the gas phase in a non-equilibrium geometry.

Its maximum force is 2.34 eV/A. The value obtained for the LUMO energy is 0.27 eV. As for the frontier orbital gap: 9.38 eV. The net charge is 0. The value obtained for the total energy is -1668.08668 hartree. The SMILES is O=C(c1ccc(Cl)c(Cl)c1O)N1CCC2(CCC2)C1. As for the energy above the lowest of the compared OMol25 structures with the same formula, charge and spin: 0.0 kcal per mole. As for the molecular weight: 300.185 Da.

CARTESIAN COORDINATES (ANGSTROEM)
O  2.62  0.07  2.44
C  1.69  -0.13  1.67
C  1.69  -1.40  0.88
C  0.49  -2.18  0.82
C  0.47  -3.38  0.13
C  1.64  -3.91  -0.41
Cl  1.60  -5.46  -1.28
C  2.85  -3.17  -0.35
Cl  4.29  -3.82  -1.22
C  2.87  -1.92  0.29
O  4.04  -1.23  0.41
N  0.66  0.81  1.66
C  0.67  2.02  2.47
C  -0.56  2.79  2.03
C  -0.67  2.41  0.57
C  -1.94  2.83  -0.20
C  -0.98  3.69  -1.09
C  0.23  3.26  -0.33
C  -0.32  0.92  0.55
H  -0.36  -1.80  1.36
H  -0.47  -3.94  0.04
H  4.01  -0.61  1.16
H  0.60  1.79  3.53
H  1.56  2.62  2.22
H  -0.44  3.83  2.12
H  -1.48  2.54  2.57
H  -2.50  2.04  -0.80
H  -2.68  3.42  0.34
H  -1.23  4.72  -1.06
H  -0.93  3.39  -2.14
H  0.74  4.11  0.13
H  0.95  2.69  -0.92
H  0.07  0.60  -0.41
H  -1.21  0.38  0.82

[3]
DFT (ωB97M-V with the def2-TZVPD basis set) results for C14H15ClN2O2 in the gas phase in a non-equilibrium geometry.

Its maximum force is 1.30 eV/A. The value obtained for the LUMO energy is 0.68 eV. As for the frontier orbital gap: 9.95 eV. The net charge is 0. The value obtained for the total energy is -1262.67162 hartree. The SMILES is Cc1noc(C)c1C(=O)NCCc1ccc(Cl)cc1. As for the energy above the lowest of the compared OMol25 structures with the same formula, charge and spin: 15.9 kcal per mole. As for the molecular weight: 278.739 Da.

CARTESIAN COORDINATES (ANGSTROEM)
C  -0.22  -2.25  0.36
C  -1.66  -1.93  0.20
N  -2.52  -2.91  0.11
O  -3.75  -2.37  -0.05
C  -3.66  -1.04  -0.07
C  -4.89  -0.23  -0.22
C  -2.34  -0.67  0.09
C  -1.85  0.72  0.11
O  -2.54  1.66  -0.25
N  -0.59  0.89  0.58
C  0.06  2.17  0.60
C  1.11  2.31  -0.51
C  2.15  1.23  -0.39
C  2.14  0.14  -1.25
C  3.07  -0.88  -1.11
C  4.01  -0.81  -0.10
Cl  5.16  -2.09  0.09
C  4.04  0.27  0.77
C  3.11  1.29  0.61
H  0.39  -1.73  -0.37
H  -0.09  -3.32  0.23
H  0.13  -1.99  1.36
H  -5.53  -0.37  0.65
H  -4.62  0.81  -0.32
H  -5.44  -0.57  -1.10
H  -0.03  0.09  0.82
H  0.53  2.31  1.58
H  -0.73  2.92  0.47
H  0.61  2.24  -1.48
H  1.57  3.29  -0.43
H  1.41  0.09  -2.04
H  3.06  -1.73  -1.78
H  4.78  0.32  1.55
H  3.13  2.13  1.28

[4]
DFT (ωB97M-V with the def2-TZVPD basis set) results for 2 unconnected molecules or ions with the total composition C14H15ClNO3 in a non-equilibrium geometry.

Its maximum force is 4.38 eV/A. The value obtained for the LUMO energy is 1.85 eV. As for the frontier orbital gap: 5.77 eV. The net charge is -1. The value obtained for the total energy is -1283.11442 hartree. As for the molecular weight: 280.731 Da.

CARTESIAN COORDINATES (ANGSTROEM)
C  -2.01  -1.51  -2.72
C  -1.68  -1.58  -1.16
O  -2.72  -1.09  -0.33
C  -2.89  0.32  -0.44
C  -2.29  1.14  0.80
C  -0.73  1.13  0.61
C  -0.20  2.13  -0.30
C  1.23  2.21  -0.61
C  2.11  1.25  0.03
C  1.61  0.23  0.99
C  0.17  0.14  1.32
N  -0.34  -0.84  2.24
C  2.66  -0.74  1.61
O  2.64  -1.12  2.76
C  3.80  -1.16  0.61
C  4.27  -0.22  -0.26
C  3.64  1.22  -0.27
O  4.31  2.22  -0.47
H  -1.35  -0.71  -3.17
H  -1.68  -2.48  -3.19
H  -3.10  -1.30  -2.91
H  -1.58  -2.67  -0.92
H  -0.68  -1.10  -0.98
H  -4.00  0.53  -0.45
H  -2.46  0.77  -1.38
H  -2.59  0.65  1.76
H  -2.65  2.21  0.79
H  -0.90  2.86  -0.77
H  1.63  2.96  -1.33
H  0.38  -1.01  2.96
H  -1.12  -0.38  2.76
H  4.24  -2.18  0.59
H  5.06  -0.50  -0.98
Cl  -2.78  -1.34  2.84

[5]
DFT (ωB97M-V with the def2-TZVPD basis set) results for 3 unconnected molecules or ions with the total composition C14H15F17N3O2 in a non-equilibrium geometry.

Its maximum force is 6.31 eV/A. The value obtained for the LUMO energy is -3.60 eV. As for the frontier orbital gap: 9.81 eV. The net charge is +1. The value obtained for the total energy is -2554.57280 hartree. As for the molecular weight: 580.259 Da.

CARTESIAN COORDINATES (ANGSTROEM)
N  5.81  4.49  -2.96
C  4.76  4.82  -3.98
C  3.36  4.45  -3.31
N  2.90  3.16  -3.21
C  1.63  3.26  -2.52
C  1.42  4.67  -2.25
N  2.54  5.41  -2.74
F  2.81  6.71  -2.69
H  5.65  3.48  -2.76
H  5.48  4.94  -2.08
H  4.76  5.91  -4.25
H  4.89  4.18  -4.90
H  3.38  2.32  -3.55
H  0.99  2.36  -2.28
H  0.57  5.14  -1.72
C  -1.08  -3.09  -1.44
C  -2.49  -3.00  -2.06
C  -2.58  -2.32  -3.43
F  -2.18  -1.03  -3.39
F  -3.86  -2.31  -3.86
F  -3.32  -2.41  -1.17
F  -2.93  -4.28  -2.21
O  -0.73  -2.11  -0.46
C  -0.23  -0.89  -0.96
C  -1.12  0.31  -0.62
F  -2.36  0.15  -1.12
F  -0.62  1.46  -1.15
F  0.01  -1.01  -2.28
F  0.99  -0.72  -0.38
H  -1.05  -4.03  -0.88
H  -0.30  -3.20  -2.20
H  -1.98  -2.85  -4.18
H  -1.21  0.43  0.47
C  -2.59  -1.16  4.28
C  -2.77  -2.67  4.51
C  -2.02  -3.26  5.70
F  -0.69  -3.13  5.59
F  -2.27  -4.59  5.79
F  -2.46  -3.33  3.37
F  -4.10  -2.88  4.71
O  -1.63  -0.76  3.29
C  -0.29  -0.65  3.70
C  0.62  -1.65  2.97
F  0.24  -2.92  3.19
F  1.90  -1.55  3.40
F  -0.21  -0.75  5.03
F  0.09  0.61  3.39
H  -3.54  -0.80  3.87
H  -2.46  -0.61  5.21
H  -2.35  -2.80  6.64
H  0.60  -1.48  1.89

[6]
DFT (ωB97M-V with the def2-TZVPD basis set) results for C14H15FN2OS in the gas phase.

Its maximum force is 0.62 eV/A. The value obtained for the LUMO energy is 0.79 eV. As for the frontier orbital gap: 9.32 eV. The net charge is 0. The value obtained for the total energy is -1225.27649 hartree. The SMILES is Fc1ccccc1OCCCCSc1ncccn1. As for the energy above the lowest of the compared OMol25 structures with the same formula, charge and spin: 15.0 kcal per mole. As for the molecular weight: 278.352 Da.

CARTESIAN COORDINATES (ANGSTROEM)
F  1.66  0.42  -0.19
C  2.26  -0.37  -1.12
C  2.60  0.25  -2.31
C  3.24  -0.47  -3.30
C  3.53  -1.81  -3.09
C  3.19  -2.41  -1.90
C  2.54  -1.71  -0.88
O  2.28  -2.44  0.24
C  1.40  -1.96  1.24
C  -0.05  -1.93  0.77
C  -0.97  -1.34  1.83
C  -2.41  -1.22  1.34
S  -2.57  -0.11  -0.11
C  -2.38  1.45  0.64
N  -2.24  1.50  1.96
C  -2.11  2.71  2.49
C  -2.13  3.86  1.72
C  -2.28  3.68  0.35
N  -2.41  2.48  -0.19
H  2.36  1.29  -2.44
H  3.50  0.01  -4.23
H  4.04  -2.38  -3.85
H  3.41  -3.45  -1.72
H  1.71  -0.97  1.60
H  1.52  -2.67  2.06
H  -0.37  -2.95  0.52
H  -0.13  -1.33  -0.14
H  -0.61  -0.35  2.11
H  -0.96  -1.97  2.72
H  -3.05  -0.81  2.12
H  -2.80  -2.18  1.00
H  -2.00  2.73  3.56
H  -2.02  4.84  2.16
H  -2.31  4.51  -0.34